[1]
{
  "formula": "C20H31DyO3",
  "method": "the ωB97M-V functional and the def2-TZVPD basis",
  "homo_lumo_gap_ha": [0.3078, 0.3127],
  "e_tot_ha": -1891.328775,
  "e_above_lowest_ev": 1.641,
  "charge": 0,
  "spin_multiplicity": 6,
  "homo_ev": [-7.93, -8.06],
  "s_squared": 9.366,
  "symbols": ["O", "C", "C", "H", "H", "C", "H", "H", "C", "H", "H", "H", "C", "H", "H", "H", "Dy", "C", "C", "C", "H", "C", "C", "H", "H", "H", "H", "C", "C", "C", "H", "C", "C", "H", "H", "H", "H", "O", "C", "C", "H", "H", "C", "H", "H", "C", "H", "H", "H", "H", "C", "O", "H", "H", "H"],
  "coordinates": [[-2.390270, 1.549176, -0.318835], [-3.289199, 1.148262, -1.420259], [-4.311206, 2.255081, -1.350849], [-3.752267, 0.162674, -1.217536], [-2.659440, 1.142774, -2.319438], [-3.387636, 2.624765, -0.141424], [-5.344528, 1.933601, -1.107761], [-4.221987, 2.965911, -2.194611], [-4.172783, 2.567199, 1.162390], [-4.685855, 1.603183, 1.273325], [-5.000004, 3.287440, 1.079549], [-3.540116, 2.852578, 2.016513], [-2.788240, 3.998165, -0.357170], [-2.333532, 4.057342, -1.352646], [-2.101329, 4.228979, 0.466980], [-3.611509, 4.722791, -0.348848], [2.387064, -0.593280, 0.867205], [4.679925, 0.143233, -0.063533], [4.264683, -0.917976, -0.940320], [3.101763, -0.471301, -1.657680], [4.814699, -1.871041, -1.059521], [2.819871, 0.876090, -1.257080], [3.778332, 1.259824, -0.273947], [3.753282, 2.198562, 0.289301], [5.499827, 0.069485, 0.674655], [2.575401, -1.073848, -2.402884], [1.985060, 1.459151, -1.642806], [3.191970, -1.112761, 3.203670], [3.166002, 0.330856, 3.166629], [1.787659, 0.740349, 3.151758], [4.034591, 0.998297, 3.095209], [0.976795, -0.438630, 3.162471], [1.841406, -1.565889, 3.211994], [1.501437, -2.582836, 3.332618], [4.088946, -1.727097, 3.246213], [1.398793, 1.768673, 3.145007], [-0.113986, -0.476949, 3.153120], [-2.139027, -1.958047, -0.310379], [-1.013460, -0.937848, -0.391357], [-0.781398, -0.634631, -1.954442], [-0.083045, -1.526874, -0.045869], [-1.331172, -0.041646, 0.158892], [-2.021371, -1.385895, -2.507708], [0.140798, -1.268453, -2.105675], [-0.636913, 0.374946, -2.433302], [-1.922122, -2.618783, -1.649999], [-2.125586, -1.359451, -3.601112], [-2.876114, -0.797864, -2.166053], [-0.887576, -3.030126, -1.659408], [-2.654173, -3.373317, -1.915897], [2.896459, -3.949073, 0.455891], [2.414251, -2.628204, 0.523146], [2.114109, -4.621608, 0.816440], [3.764128, -4.188828, 1.088507], [3.198592, -4.167127, -0.573132]],
  "atomic_forces_ev_per_a": [[-2.764, 1.221, -0.733], [0.676, -1.671, -0.771], [1.142, 0.027, 0.531], [0.455, 0.618, 0.045], [-0.568, -0.205, 0.050], [-1.044, 1.661, 0.586], [0.732, 0.377, -0.233], [-0.419, -0.362, 0.578], [-0.038, 0.082, -0.140], [0.531, 0.015, 0.271], [0.339, 0.060, 0.063], [-0.303, -0.413, -0.099], [-0.094, -0.061, 0.246], [0.290, 0.008, 0.372], [0.121, 0.124, -0.427], [0.170, -0.038, 0.107], [-0.749, -1.292, -0.245], [-0.601, 0.016, -0.473], [0.214, 0.925, -0.134], [1.059, 0.091, 0.287], [-0.736, 0.684, 0.158], [0.454, -0.659, 0.048], [0.130, -0.468, 0.025], [0.201, -0.388, -0.331], [-0.567, 0.233, -0.659], [0.138, 0.378, 0.336], [0.282, 0.005, 0.189], [-0.459, 0.870, 0.488], [-0.663, -0.272, -0.003], [0.407, -0.279, -0.247], [-0.466, -0.393, 0.195], [0.697, 0.055, 0.023], [0.131, 0.637, 0.711], [0.136, -0.037, -0.294], [-0.286, 0.115, -0.038], [0.355, -0.575, -0.073], [0.398, 0.044, 0.041], [2.219, 0.215, -1.871], [-0.237, -0.847, -0.362], [0.352, -1.188, 0.165], [-1.201, 1.100, 0.045], [0.465, -0.758, 0.186], [0.908, 1.178, -0.418], [-0.824, 0.954, -0.770], [-0.115, -0.734, 1.321], [-0.412, 0.699, 0.821], [0.537, -0.805, 0.159], [0.262, -1.004, -0.322], [-0.749, -0.097, -0.058], [-0.239, -0.154, 0.719], [-0.417, 0.593, 0.054], [0.347, -0.262, 0.210], [-0.084, -0.258, -0.382], [0.053, 0.565, 0.089], [-0.167, -0.329, -0.038]]
}

[2]
{
  "formula": "CH6ClIN2OP",
  "method": "the ωB97M-V functional and the def2-TZVPD basis",
  "homo_lumo_gap_ha": 0.3622,
  "e_tot_ha": -1325.478244,
  "e_above_lowest_ev": 0.450,
  "charge": 1,
  "homo_ev": -13.81,
  "symbols": ["C", "N", "N", "O", "P", "Cl", "I", "H", "H", "H", "H", "H", "H"],
  "coordinates": [[1.025552, 1.734268, 0.635441], [0.141623, -1.156829, 1.144660], [0.354588, -0.152635, -1.218645], [-1.571081, 0.864387, 0.292459], [0.026500, 0.274162, 0.370639], [0.490572, 2.056498, 2.299488], [2.974451, 1.486432, -0.078829], [0.588394, 2.410874, -0.078602], [0.284081, -1.248534, 2.149873], [0.347900, -1.948898, 0.652734], [0.130600, 0.588997, -1.887311], [0.341977, -1.053930, -1.637865], [-2.045064, 1.004593, 1.165101]],
  "atomic_forces_ev_per_a": [[-0.734, -1.147, 0.117], [-0.223, 3.421, 2.524], [-0.620, 1.893, 1.230], [2.298, -0.898, 1.677], [-3.126, -1.222, -3.645], [0.715, 0.566, 0.365], [0.691, 0.158, 0.639], [-0.366, 0.735, 0.166], [-0.147, 0.197, -0.381], [0.664, -2.317, -1.673], [0.159, -0.459, 0.176], [-0.192, -0.723, 0.080], [0.880, -0.203, -1.274]]
}

[3]
{
  "formula": "C17H36FN3O5S6",
  "method": "the ωB97M-V functional and the def2-TZVPD basis",
  "homo_lumo_gap_ha": 0.3123,
  "e_tot_ha": -3698.565117,
  "charge": 0,
  "homo_ev": -8.57,
  "symbols": ["C", "C", "F", "C", "C", "N", "C", "C", "N", "N", "C", "S", "H", "H", "H", "H", "H", "H", "C", "S", "O", "C", "H", "H", "H", "H", "H", "H", "C", "S", "O", "C", "H", "H", "H", "H", "H", "H", "C", "S", "O", "C", "H", "H", "H", "H", "H", "H", "C", "S", "O", "C", "H", "H", "H", "H", "H", "H", "C", "S", "O", "C", "H", "H", "H", "H", "H", "H"],
  "coordinates": [[-3.276268, -2.205274, -4.246921], [-1.923948, -1.576380, -3.794669], [-0.921233, -2.561004, -4.016275], [-1.841546, -1.212286, -2.256014], [-0.783515, -0.059779, -2.149780], [-0.142271, 0.869897, -2.169811], [-3.174003, -0.650273, -1.631719], [-3.734604, -1.546401, -0.512411], [-3.976045, -2.074655, 0.454183], [-1.263744, -2.378421, -1.525697], [-0.554330, -2.029819, -0.587032], [-0.031978, -1.835673, 0.900555], [-3.833030, -1.400395, -4.799803], [-3.107423, -3.010412, -4.992833], [-3.878105, -2.568463, -3.379116], [-1.600959, -0.702095, -4.404864], [-2.951638, 0.351447, -1.186754], [-3.996173, -0.483976, -2.359427], [1.766866, 1.410410, 4.101844], [2.254599, 1.019743, 2.416829], [2.462697, -0.460431, 2.340342], [3.882959, 1.785251, 2.509865], [0.779318, 0.988623, 4.281900], [2.480797, 0.978224, 4.805207], [1.723465, 2.491456, 4.225429], [4.463945, 1.328362, 3.313136], [3.769599, 2.855371, 2.687611], [4.391651, 1.627592, 1.559424], [6.979257, -3.134472, 3.086030], [5.922035, -1.702693, 2.800401], [6.371440, -0.624658, 3.729753], [4.431022, -2.423990, 3.498312], [7.987394, -2.889526, 2.753421], [6.996162, -3.377275, 4.149241], [6.604589, -3.982506, 2.511613], [4.607171, -2.713063, 4.536423], [4.137243, -3.295236, 2.910991], [3.638943, -1.676100, 3.456544], [0.183336, 6.386249, 5.228064], [-0.764927, 5.039792, 4.497803], [-0.052526, 3.769286, 4.817563], [-0.386763, 5.451535, 2.784953], [0.119510, 6.302251, 6.312120], [1.226983, 6.316169, 4.918655], [-0.239755, 7.340946, 4.913375], [0.693240, 5.440815, 2.630847], [-0.791262, 6.436677, 2.550445], [-0.853540, 4.706740, 2.141573], [-1.279619, -5.742994, -2.297173], [-1.982528, -6.178145, -3.895619], [-3.059073, -5.190507, -4.191181], [-2.783270, -7.695204, -3.342971], [-0.758716, -4.791988, -2.399771], [-2.074249, -5.644007, -1.556267], [-0.571295, -6.513989, -1.990206], [-3.482315, -7.472509, -2.535821], [-2.025775, -8.401666, -3.001570], [-3.324809, -8.124096, -4.185155], [-2.989961, 5.345330, -4.242159], [-3.044601, 4.162358, -2.883949], [-3.177576, 4.940002, -1.621007], [-1.326011, 3.642147, -3.016276], [-3.964385, 5.826196, -4.318375], [-2.226613, 6.099274, -4.046522], [-2.771559, 4.820388, -5.173040], [-0.667238, 4.503721, -2.898351], [-1.161196, 3.172394, -3.986827], [-1.123840, 2.921716, -2.229085]],
  "atomic_forces_ev_per_a": [[-0.028, 1.197, -0.280], [0.028, -1.290, -0.293], [-0.441, 0.921, 0.140], [1.666, 0.903, -0.635], [-3.186, -2.901, -0.614], [1.676, 1.761, 0.109], [-0.832, -0.374, 1.066], [1.967, 2.730, -3.329], [-0.899, -1.469, 2.070], [0.008, 1.672, -0.339], [-0.852, -1.422, 2.908], [0.229, 0.093, -1.972], [0.179, -0.666, 0.702], [0.051, 0.418, 0.861], [0.505, 0.048, -0.878], [-0.468, -0.561, 0.440], [-0.298, -0.940, -0.122], [0.780, -0.239, 0.168], [0.156, -0.126, 0.075], [-0.032, 0.202, 0.114], [-0.045, 0.212, 0.040], [0.117, -0.071, 0.044], [0.005, 0.074, -0.095], [0.059, -0.062, -0.117], [-0.121, -0.046, -0.043], [-0.018, -0.062, -0.038], [-0.083, -0.027, -0.024], [-0.080, -0.041, 0.011], [0.132, -0.048, 0.085], [-0.193, -0.058, 0.000], [-0.046, -0.114, 0.000], [-0.048, -0.087, 0.301], [-0.064, 0.062, -0.013], [-0.046, 0.069, -0.006], [-0.031, 0.059, -0.019], [0.182, -0.010, -0.042], [0.034, 0.052, -0.061], [0.156, -0.052, -0.166], [0.117, 0.050, 0.031], [-0.066, 0.026, -0.030], [0.022, 0.261, -0.071], [0.079, -0.015, -0.070], [-0.057, -0.072, -0.054], [-0.034, -0.064, -0.027], [-0.038, -0.048, -0.007], [-0.009, -0.023, 0.078], [-0.034, -0.034, 0.034], [-0.033, 0.003, 0.094], [0.035, 0.027, 0.100], [0.090, -0.015, 0.042], [0.003, -0.215, 0.115], [-0.105, -0.050, 0.056], [-0.083, -0.024, -0.099], [-0.038, 0.013, -0.070], [-0.025, -0.023, -0.070], [0.029, 0.073, -0.026], [0.023, 0.044, -0.034], [0.055, 0.083, -0.021], [-0.010, 0.102, -0.073], [0.110, 0.036, 0.007], [0.066, -0.046, -0.146], [-0.018, 0.176, 0.001], [0.009, -0.070, 0.068], [-0.001, -0.052, 0.078], [-0.016, -0.032, 0.042], [-0.088, 0.042, 0.004], [-0.032, -0.032, 0.033], [-0.066, 0.071, -0.032]]
}

[4]
{
  "formula": "C22H40FN7O5S",
  "method": "the ωB97M-V functional and the def2-TZVPD basis",
  "homo_lumo_gap_ha": 0.3853,
  "e_tot_ha": -2119.811127,
  "smiles": "NC1(N)OS(=O)(=O)O[C@]1(O)F.CCCC#N.CCCC#N.CCCC#N.CCCC#N.CCCC#N",
  "charge": 0,
  "homo_ev": -10.17,
  "symbols": ["N", "C", "N", "O", "S", "O", "O", "O", "C", "O", "F", "H", "H", "H", "H", "H", "C", "C", "C", "C", "N", "H", "H", "H", "H", "H", "H", "H", "C", "C", "C", "C", "N", "H", "H", "H", "H", "H", "H", "H", "C", "C", "C", "C", "N", "H", "H", "H", "H", "H", "H", "H", "C", "C", "C", "C", "N", "H", "H", "H", "H", "H", "H", "H", "C", "C", "C", "C", "N", "H", "H", "H", "H", "H", "H", "H"],
  "coordinates": [[0.571411, 0.736826, 0.906171], [1.339752, 1.404897, -0.132105], [0.485215, 1.817837, -1.189695], [2.296600, 0.371982, -0.585459], [3.768263, 0.713440, -0.066116], [4.499142, 1.238490, -1.161978], [4.266810, -0.429201, 0.597645], [3.412038, 1.884496, 0.941959], [2.183985, 2.534715, 0.497988], [2.434325, 3.500150, -0.404881], [1.608153, 3.005631, 1.625090], [0.613127, -0.257841, 0.695716], [-0.380593, 1.059416, 0.785595], [0.388175, 1.013831, -1.797332], [0.922372, 2.530832, -1.768860], [3.132717, 4.094650, -0.107903], [-0.795602, -3.566135, -2.910561], [0.590847, -2.937135, -2.837704], [1.277572, -3.157781, -1.484533], [0.503426, -2.565634, -0.398196], [-0.110862, -2.097546, 0.450719], [-1.472245, -3.122510, -2.178871], [-1.233136, -3.412633, -3.896269], [-0.749505, -4.640672, -2.725668], [0.514137, -1.866069, -3.034864], [1.224423, -3.360040, -3.618168], [2.269141, -2.703590, -1.476675], [1.394522, -4.222784, -1.280216], [5.813483, 3.707539, -5.992142], [6.164448, 2.986789, -4.695190], [4.962271, 2.285476, -4.051410], [3.909892, 3.239658, -3.709871], [3.089332, 3.997060, -3.445451], [5.086358, 4.502100, -5.820696], [6.700961, 4.164237, -6.429775], [5.395146, 3.015347, -6.725175], [6.586765, 3.701457, -3.986870], [6.934118, 2.239231, -4.893063], [5.259665, 1.773813, -3.142406], [4.544206, 1.544030, -4.734605], [3.846443, -1.165036, 3.735694], [2.387729, -0.955991, 3.353431], [1.471564, -0.713010, 4.555540], [1.481645, -1.851717, 5.474022], [1.501451, -2.753175, 6.183123], [3.975887, -2.051344, 4.359680], [4.449768, -1.300370, 2.842654], [4.238159, -0.304260, 4.282708], [2.029435, -1.825604, 2.798776], [2.305559, -0.099373, 2.687410], [0.445816, -0.552331, 4.222449], [1.789443, 0.174330, 5.104999], [-4.796630, 2.867231, 2.264564], [-4.324028, 1.428011, 2.430800], [-2.859386, 1.231365, 2.021125], [-2.656620, 1.566461, 0.610477], [-2.501157, 1.844212, -0.493150], [-4.753226, 3.183656, 1.221177], [-5.830216, 2.965588, 2.595180], [-4.186781, 3.554814, 2.854076], [-4.953508, 0.773738, 1.841727], [-4.438907, 1.126158, 3.471657], [-2.556374, 0.193532, 2.169335], [-2.200030, 1.860436, 2.622238], [-6.842482, -4.154141, 1.356828], [-7.425274, -3.147921, 0.371296], [-6.669627, -1.814072, 0.364917], [-6.714654, -1.173631, 1.678667], [-6.752020, -0.674061, 2.710648], [-6.908497, -3.790044, 2.382589], [-7.387386, -5.096248, 1.307731], [-5.793765, -4.359678, 1.135098], [-8.474136, -2.968376, 0.612188], [-7.395848, -3.566184, -0.635928], [-7.105556, -1.128872, -0.362097], [-5.623675, -1.968253, 0.094235]],
  "atomic_forces_ev_per_a": [[0.639, 0.176, -0.502], [-1.638, -0.882, 0.383], [1.187, 0.386, -0.356], [0.715, 1.054, 0.617], [-0.267, -0.811, -1.076], [0.309, 0.357, -0.060], [0.136, 0.063, 0.582], [-0.548, -0.117, -0.003], [0.307, -0.031, 0.072], [-0.166, -0.067, 0.067], [0.373, 0.065, -0.350], [-0.304, 0.190, 0.327], [-0.041, -0.159, 0.084], [-0.576, -0.112, 0.030], [0.054, 0.149, 0.104], [0.065, 0.076, 0.077], [0.017, 0.030, -0.010], [-0.170, -0.054, -0.085], [-0.011, 0.093, -0.205], [0.089, -0.137, 0.092], [-0.140, -0.169, -0.008], [0.018, -0.014, 0.036], [0.000, -0.018, -0.013], [-0.010, -0.009, 0.007], [0.070, 0.016, 0.020], [0.077, 0.016, 0.040], [0.027, -0.010, 0.058], [0.005, -0.019, 0.027], [0.042, 0.010, 0.035], [-0.011, 0.115, -0.209], [0.246, 0.145, -0.176], [-0.036, -0.145, 0.049], [-0.089, 0.088, 0.024], [-0.041, -0.026, 0.011], [0.004, -0.013, -0.020], [-0.013, 0.002, -0.010], [0.005, -0.043, 0.060], [-0.019, -0.050, 0.077], [-0.040, -0.064, 0.065], [-0.032, -0.006, -0.011], [-0.012, -0.087, 0.103], [0.259, -0.041, -0.059], [0.048, -0.078, -0.143], [-0.059, 0.106, 0.024], [0.008, -0.114, 0.068], [-0.042, 0.033, 0.064], [0.042, 0.032, -0.023], [0.001, -0.001, 0.009], [-0.075, 0.017, -0.014], [-0.112, 0.034, 0.021], [-0.023, 0.038, 0.018], [-0.008, 0.019, 0.024], [-0.009, -0.023, 0.001], [0.099, 0.376, 0.063], [-0.182, -0.046, 0.032], [-0.003, 0.062, 0.035], [-0.175, -0.071, -0.027], [0.049, 0.005, -0.003], [0.000, 0.000, 0.023], [0.000, 0.015, -0.005], [-0.022, -0.126, -0.050], [0.033, -0.107, -0.014], [0.057, -0.008, 0.005], [0.035, 0.011, -0.011], [-0.035, 0.009, -0.015], [0.027, -0.186, 0.076], [-0.138, -0.128, 0.000], [0.007, 0.019, -0.067], [-0.105, -0.048, 0.113], [0.030, 0.035, 0.000], [0.012, -0.017, -0.011], [0.012, -0.002, 0.010], [-0.011, 0.057, -0.034], [0.004, 0.077, -0.041], [0.036, 0.040, -0.017], [0.025, 0.020, -0.002]]
}